C9H19FeN4O8P2 | ωB97M-V/def2-TZVPD

Geometry (Å):
Fe 0.764 -0.462 -0.761
O 3.032 -0.667 -0.423
C 3.516 -0.415 0.890
C 2.387 -0.428 1.877
C 2.647 -0.532 3.237
C 1.589 -0.474 4.126
C 0.300 -0.313 3.635
C 0.127 -0.235 2.268
N 1.150 -0.296 1.413
H 3.721 -0.440 -1.055
H 3.997 0.567 0.936
H 4.246 -1.178 1.169
H 3.664 -0.653 3.587
H 1.764 -0.555 5.190
H -0.553 -0.259 4.294
H -0.854 -0.116 1.824
N -2.189 2.874 -2.704
C -1.587 2.179 -1.508
C -1.810 3.011 -0.253
P -2.359 0.520 -1.290
O -2.328 0.107 -2.878
O -3.744 0.602 -0.811
O -1.363 -0.325 -0.510
P 0.232 2.107 -1.899
O 0.393 0.712 -2.772
O 0.428 3.266 -2.809
O 1.029 1.801 -0.674
H -2.977 3.467 -2.452
H -2.497 2.163 -3.375
H -1.378 3.420 -3.101
H -2.868 3.013 0.014
H -1.458 4.037 -0.383
H -1.253 2.571 0.573
H -2.923 -0.640 -3.045
H 0.550 0.869 -3.713
N -1.212 -2.868 0.546
C -0.106 -3.358 -0.048
N 0.152 -4.673 0.100
O 0.683 -2.638 -0.694
H -1.880 -3.475 0.986
H -1.511 -1.936 0.275
H -0.483 -5.290 0.570
H 0.959 -5.061 -0.353

Values from the calculation:
Total charge: +1
HOMO energy (spin up / spin down) in eV: -12.7 / -12.7
Kohn-Sham gap (spin up / spin down) in eV: 10.3 / 10.3

Atomic partial charges in e from the Mulliken method, atoms 1 to 2: Fe 0.94; O -0.45

---

C9H19N2S | ωB97M-V/def2-TZVPD

Geometry (Å):
C -3.062 1.327 -0.479
C -2.403 0.402 -1.494
C -1.973 1.910 0.431
C 2.875 -1.097 0.080
C -1.552 -0.672 -0.752
C -1.302 0.797 1.201
C 3.947 -0.323 -0.714
C 0.511 -0.819 0.542
C 0.283 -1.924 1.504
N 1.523 -0.478 -0.158
N -0.592 0.004 0.090
S 3.638 1.563 -0.639
H -3.690 2.129 -0.820
H -3.682 0.683 0.067
H -3.059 -0.067 -2.182
H -1.716 0.901 -2.186
H -1.219 2.643 -0.070
H -2.429 2.522 1.169
H 2.844 -2.150 -0.135
H 3.085 -1.026 1.201
H -2.341 -1.264 -0.124
H -1.090 -1.293 -1.454
H -0.521 1.070 1.945
H -2.001 0.076 1.707
H 5.030 -0.511 -0.405
H 3.933 -0.584 -1.801
H -0.806 -1.903 1.806
H 0.938 -1.812 2.423
H 0.481 -2.902 1.131
H 4.571 1.985 -1.442
H -0.221 0.815 -0.443

Values from the calculation:
Total charge: +1
SMILES string: C/C(=N\CCS)[NH+]1CCCCC1
HOMO energy in eV: -11.7
ΔE to the lowest compared entry with this formula, charge and spin in kJ/mol: 64.8
Kohn-Sham gap in eV: 9.0

Atomic partial charges in e from the Mulliken method, atoms 1 to 2: C -0.65; C -0.85

---

C9H19N3 | ωB97M-V/def2-TZVPD

Geometry (Å):
C -3.803 0.756 -0.744
C -1.840 0.166 0.533
C 0.047 0.001 -0.814
C -1.691 -0.102 1.979
C 0.449 2.313 0.007
C 2.243 0.785 -0.763
C 1.406 0.460 1.421
C 0.545 -2.492 -0.229
C 0.968 0.891 0.005
N -2.844 0.481 -0.012
N -1.069 -1.782 -1.681
N 0.015 -1.332 -0.907
H -4.408 0.016 -1.239
H -4.040 1.728 -0.783
H -1.220 -1.108 2.107
H -0.902 0.628 2.337
H -2.628 -0.102 2.738
H -0.189 2.406 0.938
H -0.069 2.445 -1.027
H 1.304 3.051 0.025
H 2.111 1.181 -1.762
H 3.086 1.374 -0.263
H 2.501 -0.328 -0.845
H 0.675 0.095 1.985
H 1.933 1.295 1.939
H 1.976 -0.492 1.105
H 1.613 -2.547 -0.279
H 0.195 -2.397 0.773
H 0.362 -3.412 -0.691
H -0.649 -2.211 -2.488
H -1.530 -0.946 -1.985

Values from the calculation:
HOMO energy in eV: -6.5
ΔE to the lowest compared entry with this formula, charge and spin in kJ/mol: 603.0
Kohn-Sham gap in eV: 7.3

Atomic partial charges in e from the Mulliken method, atoms 1 to 2: C -0.39; C 0.17

---

C9H19N4 | ωB97M-V/def2-TZVPD

Geometry (Å):
C -2.903 -0.501 0.176
C -1.658 0.288 0.514
C -2.555 -1.656 -0.605
C -1.034 -1.655 -0.687
C -0.607 -0.215 -0.517
C 0.852 0.018 -0.275
C 3.305 -0.620 -0.022
C 1.458 -1.296 1.561
C 1.824 -1.008 0.097
N -4.000 0.045 0.532
N -1.610 1.160 1.370
N -0.012 3.649 -0.810
N 1.237 1.282 -0.370
H -2.846 -2.383 0.124
H -3.119 -1.774 -1.502
H -0.450 -2.300 -0.046
H -0.708 -1.894 -1.700
H -0.911 0.396 -1.425
H 3.578 -0.012 0.908
H 3.478 -0.109 -0.862
H 4.096 -1.458 0.034
H 1.758 -2.362 1.622
H 0.334 -1.323 1.743
H 2.117 -0.841 2.314
H 1.677 -1.945 -0.522
H -4.908 -0.430 0.346
H -0.691 1.619 1.443
H -0.658 3.816 -0.037
H 0.621 4.470 -0.893
H -0.562 3.503 -1.567
H 2.255 1.377 -0.339
H 0.642 2.155 -0.605

Values from the calculation:
Total charge: +1
HOMO energy in eV: -12.6
ΔE to the lowest compared entry with this formula, charge and spin in kJ/mol: 147.8
Kohn-Sham gap in eV: 8.9

Atomic partial charges in e from the Mulliken method, atoms 1 to 2: C 0.08; C 0.42

---

C9H19N4 | ωB97M-V/def2-TZVPD

Geometry (Å):
C 4.487 -0.647 1.124
C 3.062 -0.499 1.725
C 2.059 0.080 0.710
C 1.693 -0.937 -0.384
C 0.390 -0.636 -1.156
C 0.095 0.846 -1.415
C -1.431 1.056 -1.667
C -2.145 1.354 -0.312
C -3.368 0.505 -0.177
N -4.133 0.036 -1.162
N -5.067 -0.678 -0.584
N -4.901 -0.653 0.658
N -3.827 0.090 0.981
H 5.216 -0.253 1.832
H 4.591 -0.048 0.212
H 4.712 -1.678 0.848
H 3.142 0.172 2.585
H 2.716 -1.463 2.113
H 2.557 0.933 0.238
H 1.174 0.380 1.288
H 1.541 -1.898 0.128
H 2.567 -1.088 -1.023
H -0.442 -1.140 -0.645
H 0.486 -1.114 -2.137
H 0.602 1.176 -2.324
H 0.363 1.519 -0.596
H -1.826 0.144 -2.113
H -1.547 1.917 -2.326
H -1.466 1.012 0.481
H -2.352 2.415 -0.166
H -5.470 -1.143 1.344
H -3.480 0.239 1.923

Values from the calculation:
Total charge: +1
SMILES string: CCCCCCCCc1nn[nH][nH+]1
HOMO energy in eV: -13.3
ΔE to the lowest compared entry with this formula, charge and spin in kJ/mol: 234.7
Kohn-Sham gap in eV: 8.7

Atomic partial charges in e from the Mulliken method, atoms 1 to 2: C -1.12; C -0.66

---

C9H19N5O3 | ωB97M-V/def2-TZVPD

Geometry (Å):
C 0.378 -0.162 -0.609
C 1.654 0.675 -0.231
C -0.798 0.791 -0.713
C -2.215 0.240 -1.174
C -2.782 -0.715 -0.091
C -5.207 -0.219 0.361
C 4.118 0.356 -0.104
C 4.940 -0.911 0.146
C 4.491 1.435 0.971
H 0.125 -1.146 1.303
H -0.154 -2.086 -0.155
H 0.571 -0.696 -1.540
H -0.565 1.570 -1.450
H -0.858 1.174 0.316
H -3.039 0.984 -1.283
H -2.210 -0.158 -2.191
H -2.228 -1.623 -0.079
H -2.531 -0.196 0.819
H -4.418 -1.743 -0.894
H -6.602 -0.836 -0.762
H -4.059 0.229 1.895
H -5.530 1.123 1.806
H 2.508 -1.063 0.247
H 4.246 0.593 -1.161
H 5.582 1.673 0.918
H 3.890 2.345 0.848
H 4.304 1.092 1.987
H 6.279 0.081 -0.670
N 0.308 -1.289 0.333
N -4.162 -1.007 -0.209
N -6.430 -0.257 0.051
N -4.765 0.649 1.353
N 2.731 -0.075 0.003
O 1.638 1.880 -0.335
O 4.585 -1.881 0.701
O 6.205 -0.826 -0.409

Values from the calculation:
SMILES string: [H]/N=C(/N)NCCC[C@H](N)C(=O)N[C@@H](C)C(=O)O
HOMO energy in eV: -8.7
ΔE to the lowest compared entry with this formula, charge and spin in kJ/mol: 145.3
Kohn-Sham gap in eV: 9.2

Atomic partial charges in e from the Mulliken method, atoms 1 to 2: C 0.33; C 0.00

---

C9H19NO2 | ωB97M-V/def2-TZVPD

Geometry (Å):
O 1.532 -0.574 -0.124
O -0.058 0.366 -1.584
N 0.673 0.389 1.897
C 0.941 1.277 3.056
C 1.629 0.516 0.811
C 0.425 1.568 -3.586
C -2.213 -0.981 -0.059
C -0.559 -2.199 1.322
C 0.496 0.203 -2.907
C 0.210 -0.725 -0.652
C -0.708 0.303 1.423
C -0.816 -0.905 0.513
H 1.946 1.128 3.439
H 0.185 1.148 3.825
H 0.885 2.334 2.781
H 2.651 0.503 1.244
H 1.516 1.463 0.286
H -0.590 2.013 -3.495
H 1.126 2.241 -3.094
H 0.709 1.464 -4.627
H -2.412 -1.981 -0.389
H -2.411 -0.280 -0.906
H -2.926 -0.763 0.742
H 0.519 -2.298 1.528
H -1.109 -2.187 2.229
H -0.896 -3.071 0.786
H 1.525 -0.155 -2.845
H -0.038 -0.551 -3.501
H 0.174 -1.658 -1.235
H -1.378 0.229 2.264
H -1.027 1.182 0.859

Values from the calculation:
SMILES string: CCO[C@H]1OCN(C)CC1(C)C
HOMO energy in eV: -8.4
ΔE to the lowest compared entry with this formula, charge and spin in kJ/mol: 171.3
Kohn-Sham gap in eV: 9.3

Atomic partial charges in e from the Mulliken method, atoms 1 to 2: O -0.43; O -0.25

---

C9H19NOS2 | ωB97M-V/def2-TZVPD

Geometry (Å):
C 0.194 -0.250 -1.383
C -1.855 -1.251 1.512
C -3.931 0.155 0.753
C -2.834 -1.375 -0.885
C 1.657 1.989 0.315
C 3.203 0.410 1.302
C 3.134 0.640 -1.330
C -2.569 -0.419 0.286
C 2.437 0.733 0.019
N 0.170 -0.368 -2.566
O 2.041 -1.858 -0.552
S -1.462 0.946 -0.367
S 1.229 -0.752 0.038
H -0.981 -1.849 1.301
H -1.588 -0.379 2.205
H -2.649 -1.842 1.951
H -4.444 0.545 -0.076
H -3.883 0.906 1.555
H -4.605 -0.617 1.119
H -3.249 -0.673 -1.634
H -1.973 -1.943 -1.144
H -3.826 -1.912 -0.517
H 1.421 2.328 -0.719
H 0.777 1.858 0.863
H 2.223 2.742 0.878
H 4.214 -0.152 1.172
H 2.622 -0.118 2.087
H 3.528 1.390 1.748
H 3.367 -0.317 -1.519
H 2.567 1.079 -2.051
H 4.110 1.179 -1.246
H 0.955 -0.823 -3.116

Values from the calculation:
HOMO energy in eV: -8.5
ΔE to the lowest compared entry with this formula, charge and spin in kJ/mol: 178.9
Kohn-Sham gap in eV: 8.9

Atomic partial charges in e from the Mulliken method, atoms 1 to 2: C 0.13; C -1.32

---

C9H19OP | ωB97M-V/def2-TZVPD

Geometry (Å):
C 0.187 0.772 -0.732
C 1.398 -0.025 -0.145
C -1.021 0.406 0.170
C -0.098 0.680 -2.199
C 1.736 -1.311 -0.910
C 2.487 0.888 0.158
C -2.111 -0.440 -0.400
C -1.748 1.783 0.598
C -0.293 -2.066 2.136
O 0.062 0.560 2.825
P -0.031 -0.329 1.657
H 0.317 1.806 -0.509
H 0.809 0.469 -2.861
H -0.719 1.506 -2.467
H -0.817 -0.122 -2.418
H 2.648 -1.859 -0.528
H 1.977 -1.118 -1.915
H 0.877 -1.983 -0.885
H 3.230 0.515 0.837
H 2.094 1.810 0.490
H 3.081 0.972 -0.706
H -2.798 -0.496 0.360
H -1.635 -1.453 -0.573
H -2.778 0.037 -1.167
H -1.841 2.405 -0.223
H -1.237 2.268 1.452
H -2.639 1.536 1.187
H 0.318 -2.940 1.749
H -0.072 -2.051 3.187
H -1.380 -2.220 1.833

Values from the calculation:
HOMO energy (spin up / spin down) in eV: -4.4 / -9.7
Kohn-Sham gap (spin up / spin down) in eV: 5.2 / 8.2
Multiplicity: 3

Atomic partial charges in e from the Mulliken method, atoms 1 to 2: C -0.63; C 1.10

---

C9H20F2N3 | ωB97M-V/def2-TZVPD

Geometry (Å):
C -1.076 0.337 -0.112
C 1.474 0.985 2.338
C 2.974 -1.988 -0.802
C -0.648 2.481 -1.189
C -2.029 0.637 -2.231
C -1.014 -1.503 1.406
C -3.180 -0.491 0.590
C 2.167 0.531 1.060
C 1.893 -0.957 -0.943
N -1.175 1.169 -1.081
N 1.490 -0.349 0.277
N -1.755 -0.429 0.656
F 2.494 1.796 0.328
F 0.767 -1.580 -1.570
H 1.276 0.229 2.975
H 0.545 1.488 2.283
H 2.154 1.672 2.826
H 3.865 -1.625 -0.220
H 2.735 -2.957 -0.197
H 3.366 -2.327 -1.703
H -1.573 3.152 -1.010
H 0.021 2.666 -0.351
H -0.177 2.758 -2.178
H -1.573 0.825 -3.293
H -2.021 -0.491 -2.077
H -3.047 1.005 -2.118
H -1.336 -1.433 2.483
H 0.109 -1.314 1.328
H -1.380 -2.548 1.210
H -3.700 0.367 0.148
H -3.522 -0.633 1.577
H -3.469 -1.402 -0.029
H 3.211 0.071 1.244
H 2.135 -0.144 -1.626

Values from the calculation:
Total charge: +1
HOMO energy (spin up / spin down) in eV: -12.0 / -13.5
ΔE to the lowest compared entry with this formula, charge and spin in kJ/mol: 243.8
Kohn-Sham gap (spin up / spin down) in eV: 7.2 / 9.3

Atomic partial charges in e from the Mulliken method, atoms 1 to 2: C 0.31; C -1.53

---

C9H20N3O2 | ωB97M-V/def2-TZVPD

Geometry (Å):
N 0.888 3.093 1.420
C 1.531 2.301 0.695
C 1.897 0.916 1.201
C 2.135 -0.159 0.154
C 2.397 -1.471 0.969
N 1.541 -2.533 0.446
C 0.739 -2.121 -0.441
C 0.969 -0.701 -0.754
C -0.264 0.122 -1.137
C -1.190 0.500 0.008
O -1.543 1.869 -0.218
C -2.481 -0.308 0.002
N -2.214 -1.683 0.513
H 0.692 2.665 2.328
H 1.777 2.651 -0.304
H 1.179 0.617 1.955
H 2.844 1.030 1.734
H 3.031 -0.057 -0.443
H 3.410 -1.727 1.257
H 1.942 -1.283 1.949
H 1.582 -3.492 0.773
H 0.005 -2.710 -0.964
H 1.470 -0.793 -1.731
H -0.844 -0.511 -1.804
H 0.023 0.985 -1.724
H -0.764 0.390 1.006
H -1.901 2.253 0.594
H -2.986 -0.296 -0.959
H -3.153 0.188 0.703
H -2.801 -2.311 -0.029
H -2.607 -1.745 1.446
O -2.381 1.066 -3.010
H -2.545 1.857 -3.536
H -2.379 1.396 -2.101

Values from the calculation:
Total charge: +1
HOMO energy in eV: -12.9
ΔE to the lowest compared entry with this formula, charge and spin in kJ/mol: 0.0
Kohn-Sham gap in eV: 9.1

Atomic partial charges in e from the Mulliken method, atoms 1 to 2: N -0.64; C -0.45

---

C9H20NO12S2 | ωB97M-V/def2-TZVPD

Geometry (Å):
N 0.830 -0.524 -0.934
O 1.169 -1.345 -1.851
O 0.048 -0.896 0.039
O 1.150 0.710 -1.043
O 4.287 -0.491 -0.466
S 4.848 -1.790 -0.810
O 6.262 -2.027 -0.817
O 4.313 -2.896 0.258
C 2.842 -3.015 0.333
C 2.457 -4.209 1.280
C 4.262 -2.443 -2.352
H 2.454 -2.861 -0.693
H 2.539 -2.107 0.856
H 2.823 -4.227 2.303
H 2.839 -5.148 0.620
H 1.359 -4.268 1.167
H 4.831 -2.078 -3.303
H 3.248 -2.412 -2.502
H 4.562 -3.672 -2.205
O -5.395 1.009 1.627
S -4.926 -0.135 2.389
O -4.723 -1.376 1.751
O -3.438 -0.049 3.033
C -2.474 0.367 2.120
C -1.058 0.732 2.882
C -5.867 -0.485 3.839
H -2.818 1.232 1.372
H -2.336 -0.547 1.459
H -1.485 1.239 3.683
H -0.253 1.161 2.304
H -0.726 -0.127 3.263
H -7.080 -0.607 3.632
H -5.892 0.527 4.226
H -5.409 -1.438 4.391
C 0.489 4.861 -2.939
C -0.455 3.704 -2.515
O -1.319 3.689 -3.654
C -1.201 4.868 -4.294
O -1.775 5.149 -5.345
O -0.242 5.579 -3.761
H 1.425 4.328 -3.443
H 0.903 5.319 -2.028
H -1.053 3.940 -1.576
H -0.014 2.759 -2.296

Values from the calculation:
Total charge: -1
HOMO energy in eV: -5.4
ΔE to the lowest compared entry with this formula, charge and spin in kJ/mol: 0.0
Kohn-Sham gap in eV: 7.5

Atomic partial charges in e from the Mulliken method, atoms 1 to 2: N 0.86; O -0.62

---

no.,electronic energy (Ha),molar mass (g/mol)
1,-3121.7989,429.064
2,-861.7363,187.332
3,-518.2941,169.272
4,-573.0573,183.279
5,-573.0243,183.279
6,-853.8500,245.283
7,-559.5261,173.256
8,-1280.5448,221.391
9,-770.7059,174.224
10,-718.4830,208.276
11,-669.3854,202.278
12,-2108.7298,398.388